The following is a quantum chemistry calculation of a single C7H12 molecule at a distorted geometry, from the Open Molecules 2025 dataset.

Summary:
Structure (SMILES) ... C=C/C=C/CCC
ΔE to the lowest compared entry with this formula, charge and spin ... 28.4 kcal/mol
HOMO energy ... -9.165 eV
Frontier orbital gap ... 10.390 eV

```
19
Properties=species:S:1:pos:R:3:lowdin_charge:R:1
C 0.867 -0.332 3.261 -0.012
C 0.219 -1.276 2.601 -0.192
C -0.495 -1.050 1.313 -0.125
C 0.142 -0.692 0.207 -0.104
C -0.569 -0.512 -1.124 -0.210
C 0.184 0.393 -2.109 -0.275
C -0.305 1.831 -2.117 -0.118
H 0.915 0.706 2.980 0.054
H 1.390 -0.499 4.205 0.052
H 0.216 -2.261 3.054 0.092
H -1.568 -1.100 1.410 0.105
H 1.209 -0.519 0.174 0.109
H -0.666 -1.503 -1.571 0.109
H -1.573 -0.119 -0.959 0.109
H 1.235 0.362 -1.833 0.094
H 0.105 -0.008 -3.118 0.100
H -1.362 1.879 -2.385 0.072
H 0.243 2.401 -2.856 0.063
H -0.189 2.298 -1.134 0.076
```